(1)
A cluster of 2 separate species, C6H15NO2PS2 in total in a non-equilibrium geometry. Source: the Open Molecules 2025 dataset; level of theory: wB97M-V/def2-TZVPD.

Cartesian coordinates (Å):
1 C -1.19 -0.62 1.60
2 C 0.88 -3.42 2.29
3 C 1.89 1.75 0.73
4 C 0.75 3.39 -1.35
5 C -1.19 1.03 -3.46
6 C -1.43 -3.15 1.88
7 N -1.60 -1.73 1.57
8 O -0.76 0.46 1.61
9 O -0.27 -3.59 1.43
10 P 0.32 1.96 -0.23
11 S -1.41 0.02 -1.97
12 S 0.58 0.11 -1.35
13 H 1.03 -2.36 2.59
14 H 1.80 -3.97 1.80
15 H 0.72 -4.13 3.17
16 H 2.69 2.43 0.34
17 H 2.21 0.71 0.67
18 H 1.64 2.08 1.71
19 H 0.03 3.61 -2.10
20 H 1.84 3.25 -1.74
21 H 0.76 4.40 -0.73
22 H -1.24 0.42 -4.39
23 H -0.32 1.56 -3.42
24 H -2.01 1.74 -3.47
25 H -1.50 -3.33 2.99
26 H -2.09 -3.75 1.17
27 H -2.10 1.13 -1.33

- ΔE to the lowest compared entry with this formula, charge and spin (kJ/mol) = 191.5
- total energy (Ha) = -1580.23300
- net charge = +1

***

(2)
A cluster of 2 separate species, C6H15NO2S in total in a non-equilibrium geometry. Source: the Open Molecules 2025 dataset; level of theory: wB97M-V/def2-TZVPD.

Cartesian coordinates (Å):
1 C 0.53 -1.28 -1.68
2 C 1.93 -1.34 0.39
3 C 0.08 0.41 1.91
4 C -0.25 2.70 -0.17
5 C 0.58 -0.99 -0.16
6 C 0.20 0.32 0.44
7 N 0.47 1.39 -0.37
8 O -3.21 0.11 -1.22
9 O -2.41 -1.48 0.68
10 S -2.44 -0.05 0.27
11 H 1.28 -2.10 -1.86
12 H 0.78 -0.42 -2.29
13 H -0.33 -1.72 -2.06
14 H 2.38 -2.25 -0.11
15 H 2.59 -0.45 0.43
16 H 1.77 -1.70 1.55
17 H 0.82 1.08 2.38
18 H -0.85 0.79 2.15
19 H 0.23 -0.59 2.44
20 H 0.21 3.56 -0.73
21 H -1.30 2.63 -0.36
22 H -0.23 2.85 0.94
23 H 0.01 -1.88 0.31
24 H 0.26 1.17 -1.36
25 H -3.11 -0.76 -1.53

- ΔE to the lowest compared entry with this formula, charge and spin (kJ/mol) = 394.9
- total energy (Ha) = -840.90561
- net charge = 0

***

(3)
A structure of composition C6H15NO6STl. Source: the Open Molecules 2025 dataset; level of theory: wB97M-V/def2-TZVPD.

Cartesian coordinates (Å):
1 Tl -0.48 1.04 -1.17
2 S -0.08 -0.27 -4.53
3 O 0.05 -1.04 -3.29
4 O -0.83 0.95 -4.14
5 O 1.23 0.01 -5.07
6 O -0.85 -0.93 -5.57
7 C -1.56 -2.57 -1.19
8 O -1.51 -1.49 -0.27
9 C -1.17 -1.90 1.03
10 C -1.50 -0.74 1.95
11 N -0.71 0.47 1.63
12 C 0.64 0.40 2.22
13 C 1.39 1.68 1.98
14 O 1.54 1.86 0.58
15 C 2.48 2.88 0.29
16 H -0.58 -3.04 -1.30
17 H -1.88 -2.17 -2.15
18 H -2.29 -3.31 -0.86
19 H -0.12 -2.21 1.11
20 H -1.78 -2.76 1.34
21 H -1.40 -0.99 3.01
22 H -2.56 -0.52 1.80
23 H -1.18 1.24 2.10
24 H 1.19 -0.43 1.77
25 H 0.62 0.23 3.30
26 H 2.36 1.63 2.48
27 H 0.78 2.51 2.36
28 H 2.58 2.99 -0.79
29 H 3.47 2.64 0.69
30 H 2.14 3.86 0.66

- total energy (Ha) = -1314.02254
- net charge = +1

***

(4)
The ion C6H15O2P with charge -2. Source: the Open Molecules 2025 dataset; level of theory: wB97M-V/def2-TZVPD.

Cartesian coordinates (Å):
1 C 3.23 -0.40 0.03
2 C 1.77 -0.43 0.52
3 C 0.87 0.56 -0.22
4 C -0.57 0.60 0.31
5 C -1.13 2.02 0.27
6 P -1.68 -0.59 -0.79
7 C -2.27 -1.72 0.70
8 O -2.48 -1.18 1.82
9 O -2.40 -2.94 0.43
10 H 3.94 -0.51 0.85
11 H 3.43 0.54 -0.50
12 H 3.42 -1.22 -0.66
13 H 1.35 -1.42 0.33
14 H 1.73 -0.23 1.59
15 H 0.84 0.24 -1.27
16 H 1.34 1.55 -0.20
17 H -0.54 0.26 1.34
18 H -0.37 2.77 0.49
19 H -1.92 2.14 1.01
20 H -1.55 2.21 -0.72
21 H -0.49 -1.49 -1.02
22 H -2.44 -1.41 -1.75
23 H -2.85 0.34 -0.62
24 H -1.23 0.28 -1.95

- total energy (Ha) = -729.26815
- net charge = -2

***

(5)
A cluster of 3 separate species, C6H15O4PSi in total in a non-equilibrium geometry. Source: the Open Molecules 2025 dataset; level of theory: wB97M-V/def2-TZVPD.

Cartesian coordinates (Å):
1 C 1.82 -2.05 0.61
2 Si 0.02 -1.54 1.24
3 C -0.82 -3.23 0.77
4 C 0.19 -1.11 3.12
5 O -0.69 -0.23 0.61
6 H 1.72 -3.08 0.21
7 H 2.12 -1.66 -0.31
8 H 2.64 -1.99 1.34
9 H -0.25 -3.55 -0.06
10 H -0.45 -3.92 1.48
11 H -1.89 -3.11 0.64
12 H 0.21 -1.97 3.74
13 H 1.15 -0.53 3.20
14 H -0.53 -0.40 3.46
15 H -0.92 0.06 -0.21
16 C -1.70 2.63 -0.12
17 C -1.02 3.70 -0.29
18 O -0.29 4.54 -0.53
19 H -1.51 2.00 0.79
20 H -2.77 2.60 -0.45
21 C 1.29 2.29 -2.87
22 O 0.30 1.39 -2.33
23 P -1.24 1.37 -2.82
24 O -1.90 0.33 -2.06
25 H 0.94 3.28 -2.62
26 H 1.20 2.16 -3.90
27 H 2.38 1.99 -2.66

- ΔE to the lowest compared entry with this formula, charge and spin (kJ/mol) = 0.0
- total energy (Ha) = -1169.43224
- structure (SMILES) = C[Si](C)(C)O.C=C=O.COP=O
- net charge = 0

***

(6)
A structure of composition C6H15OPReSbSe5 in a non-equilibrium geometry. Source: the Open Molecules 2025 dataset; level of theory: wB97M-V/def2-TZVPD.

Cartesian coordinates (Å):
1 Re 0.18 1.47 -2.18
2 C 2.80 0.93 1.12
3 C 1.33 0.54 1.20
4 P 0.47 -0.02 -0.32
5 C -1.15 -0.54 0.29
6 C -1.32 -1.53 1.45
7 C 1.43 -1.45 -0.97
8 C 1.76 -2.61 -0.04
9 H 3.16 1.21 2.11
10 H 2.94 1.78 0.46
11 H 3.41 0.11 0.76
12 H 0.71 1.35 1.60
13 H 1.21 -0.31 1.88
14 H -1.72 -0.84 -0.59
15 H -1.62 0.41 0.57
16 H -0.94 -2.53 1.23
17 H -2.39 -1.62 1.64
18 H -0.84 -1.18 2.37
19 H 2.36 -0.99 -1.32
20 H 0.90 -1.76 -1.87
21 H 2.33 -2.29 0.83
22 H 2.36 -3.34 -0.58
23 H 0.87 -3.13 0.32
24 Se 2.00 2.82 -1.75
25 Se -4.14 4.31 0.93
26 Sb -4.54 2.72 -0.80
27 Se -5.53 3.26 -2.89
28 Se -4.55 0.35 -0.16
29 Se -1.81 2.49 -1.77
30 O 0.31 0.40 -3.50

- ΔE to the lowest compared entry with this formula, charge and spin (kJ/mol) = 81.6
- total energy (Ha) = -12980.04614
- expectation value of S² = 0.815
- 2S+1 = 2
- net charge = -1

***

(7)
An isolated molecule of C6H15OPS2 in a non-equilibrium geometry. Source: the Open Molecules 2025 dataset; level of theory: wB97M-V/def2-TZVPD.

Cartesian coordinates (Å):
1 C 1.38 1.35 1.77
2 C 1.75 -0.07 1.83
3 C 1.75 -0.58 3.27
4 S 0.58 -1.08 0.81
5 P 1.39 -0.39 -1.03
6 O 2.27 -1.67 -1.46
7 S -0.21 -0.85 -2.33
8 C -1.65 0.10 -1.62
9 C -1.96 1.24 -2.64
10 C -2.69 -0.87 -1.26
11 H 1.18 1.69 0.77
12 H 0.42 1.42 2.35
13 H 2.15 2.04 2.16
14 H 2.78 -0.16 1.45
15 H 0.61 -0.62 3.44
16 H 2.20 0.15 3.98
17 H 2.32 -1.45 3.53
18 H 1.92 -2.15 -2.25
19 H -1.13 0.49 -0.76
20 H -2.19 2.18 -2.25
21 H -1.23 1.50 -3.34
22 H -2.87 0.87 -3.16
23 H -3.43 -1.05 -1.98
24 H -3.18 -0.42 -0.38
25 H -2.17 -1.69 -0.92

- ΔE to the lowest compared entry with this formula, charge and spin (kJ/mol) = 40.9
- total energy (Ha) = -1450.57588
- structure (SMILES) = CC(C)SP(O)SC(C)C
- net charge = 0

***

(8)
A cluster of 2 separate species, C6H16 in total in a non-equilibrium geometry. Source: the Open Molecules 2025 dataset; level of theory: wB97M-V/def2-TZVPD.

Cartesian coordinates (Å):
1 C -3.19 -0.65 1.24
2 C -2.13 0.06 2.09
3 C -1.11 0.81 1.20
4 H -2.76 -1.44 0.62
5 H -3.94 -1.15 1.87
6 H -3.70 0.05 0.59
7 H -2.67 0.83 2.64
8 H -1.63 -0.68 2.71
9 H -0.34 1.24 1.82
10 H -1.63 1.64 0.70
11 H -0.85 0.16 0.36
12 C 2.79 0.63 -2.37
13 C 1.64 -0.02 -1.58
14 C 2.06 -0.86 -0.36
15 H 3.69 0.01 -2.42
16 H 2.48 0.77 -3.41
17 H 3.08 1.59 -1.96
18 H 0.99 0.77 -1.21
19 H 1.02 -0.57 -2.28
20 H 2.21 -1.92 -0.58
21 H 1.11 -0.90 0.18
22 H 2.88 -0.36 0.16

- ΔE to the lowest compared entry with this formula, charge and spin (kJ/mol) = 31.1
- total energy (Ha) = -238.12185
- expectation value of S² = 0.750
- 2S+1 = 2
- net charge = -1